Entry 1:
{"formula": "C2H2AgFMgO", "method": "ωB97M-V with the def2-TZVPD basis set", "homo_lumo_gap_ev": [4.67, 6.72], "total_charge": 1, "multiplicity": 2, "e_lumo_ev": [-5.9, -6.0], "e_homo_ev": [-10.58, -12.70], "s_squared": 0.751, "symbols": ["H", "C", "C", "O", "Ag", "Mg", "F", "H"], "coordinates": [[0.02, -1.64, 0.30], [1.30, 0.02, 0.04], [0.12, -0.53, 0.31], [-1.02, -0.01, -0.16], [-3.16, -0.54, 0.96], [-0.82, 1.71, -1.17], [1.27, 1.20, -0.72], [2.29, -0.21, 0.43]]}

=====

Entry 2:
{"formula": "H24O12", "method": "ωB97M-V with the def2-TZVPD basis set", "homo_lumo_gap_ev": 9.92, "total_charge": 0, "e_lumo_ev": -0.2, "smiles": "O.O.O.O.O.O.O.O.O.O.O.O", "e_homo_ev": -10.11, "symbols": ["O", "H", "H", "O", "H", "H", "O", "H", "H", "O", "H", "H", "O", "H", "H", "O", "H", "H", "O", "H", "H", "O", "H", "H", "O", "H", "H", "O", "H", "H", "O", "H", "H", "O", "H", "H"], "coordinates": [[-3.82, 8.04, 8.91], [-3.69, 7.63, 8.04], [-3.24, 7.52, 9.47], [-1.16, 8.40, 11.77], [-0.64, 8.17, 10.98], [-1.97, 8.77, 11.46], [-4.44, 4.35, 6.92], [-4.35, 3.46, 6.49], [-4.01, 4.30, 7.77], [-3.70, 4.45, 12.17], [-3.91, 4.33, 13.10], [-3.29, 5.33, 12.13], [-5.76, 6.44, 9.48], [-4.97, 6.97, 9.20], [-5.94, 6.00, 8.69], [0.82, 4.67, 9.81], [0.84, 3.74, 9.79], [0.37, 4.89, 10.63], [-0.45, 5.27, 11.95], [-0.15, 5.69, 12.75], [-0.79, 4.40, 12.25], [-1.50, 4.40, 8.36], [-0.64, 4.28, 8.78], [-2.08, 3.71, 8.70], [0.51, 8.05, 9.72], [-0.07, 7.53, 9.18], [0.76, 8.92, 9.34], [-2.88, 6.65, 13.76], [-3.69, 6.97, 13.39], [-2.12, 7.14, 13.51], [-3.77, 3.59, 9.48], [-3.83, 2.80, 9.97], [-3.78, 4.33, 10.08], [-2.35, 6.23, 10.21], [-2.14, 5.55, 9.58], [-1.68, 6.22, 10.90]]}

=====

Entry 3:
{"formula": "C3H5Br2ClO", "method": "ωB97M-V with the def2-TZVPD basis set", "homo_lumo_gap_ev": 9.74, "total_charge": 0, "e_lumo_ev": 0.6, "e_homo_ev": -9.14, "symbols": ["C", "C", "C", "O", "Cl", "Br", "Br", "H", "H", "H", "H", "H"], "coordinates": [[0.84, -0.80, 0.72], [-0.15, -0.37, -0.31], [-0.46, 1.64, -0.36], [-1.42, -0.86, 0.11], [-1.46, 2.05, -1.65], [1.65, -2.40, 0.02], [1.15, 2.63, -0.05], [1.72, -0.23, 0.95], [0.34, -1.07, 1.66], [0.11, -0.56, -1.37], [-1.20, 1.66, 0.50], [-2.20, -0.96, -0.45]]}

=====

Entry 4:
{"formula": "C2H4BrFO", "method": "ωB97M-V with the def2-TZVPD basis set", "homo_lumo_gap_ev": 9.00, "total_charge": 0, "e_lumo_ev": 0.7, "e_homo_ev": -8.31, "symbols": ["C", "C", "O", "F", "Br", "H", "H", "H", "H"], "coordinates": [[-0.89, 0.27, 0.48], [0.73, -0.94, -0.57], [-0.60, 1.45, -0.10], [0.96, -2.22, -0.16], [2.16, 0.15, -0.03], [-0.98, 0.27, 1.60], [-1.78, -0.20, -0.03], [0.30, -0.70, -1.57], [0.10, 1.92, 0.37]]}

=====

Entry 5:
{"formula": "C38H48ClN6O6P2Zn", "method": "ωB97M-V with the def2-TZVPD basis set", "homo_lumo_gap_ev": 6.33, "total_charge": 1, "e_lumo_ev": -3.2, "e_homo_ev": -9.53, "symbols": ["Zn", "C", "C", "N", "C", "C", "N", "C", "C", "C", "C", "C", "N", "C", "C", "N", "C", "C", "N", "C", "C", "C", "N", "C", "C", "H", "H", "H", "H", "H", "H", "H", "H", "H", "H", "H", "H", "C", "C", "C", "O", "P", "O", "C", "P", "O", "O", "C", "C", "C", "O", "C", "C", "C", "O", "C", "C", "C", "H", "H", "H", "H", "H", "H", "H", "H", "H", "H", "H", "H", "H", "H", "H", "H", "H", "H", "H", "H", "H", "H", "H", "H", "H", "H", "H", "H", "H", "H", "Cl", "C", "C", "C", "C", "C", "C", "C", "H", "H", "H", "H", "H", "H"], "coordinates": [[-0.33, -0.56, 0.23], [0.02, -0.48, 4.95], [-0.29, -1.25, 3.83], [0.48, -1.25, 2.76], [1.59, -0.51, 2.80], [1.87, 0.29, 3.91], [1.08, 0.31, 4.96], [2.44, -0.54, 1.61], [3.83, -0.48, 1.71], [4.60, -0.45, 0.55], [3.93, -0.46, -0.68], [2.54, -0.56, -0.68], [1.83, -0.62, 0.44], [1.75, -0.62, -1.92], [2.22, -0.18, -3.17], [1.49, -0.32, -4.26], [0.30, -0.88, -4.14], [-0.20, -1.27, -2.90], [0.53, -1.14, -1.81], [6.07, -0.41, 0.63], [6.69, 0.31, 1.65], [8.08, 0.30, 1.72], [8.84, -0.35, 0.86], [8.25, -1.03, -0.11], [6.88, -1.09, -0.28], [-0.59, -0.48, 5.84], [-1.16, -1.89, 3.81], [2.74, 0.94, 3.94], [4.31, -0.49, 2.67], [4.48, -0.39, -1.60], [3.18, 0.30, -3.29], [-0.26, -1.00, -5.06], [-1.18, -1.70, -2.80], [6.12, 0.86, 2.37], [8.60, 0.85, 2.49], [8.91, -1.55, -0.78], [6.45, -1.68, -1.08], [1.18, 5.76, 1.45], [0.58, 4.91, 2.57], [-0.77, 5.43, 3.02], [0.52, 3.52, 2.20], [-0.52, 2.70, 1.34], [0.03, 1.34, 1.26], [-0.79, 3.55, -0.23], [-1.71, 2.37, -1.29], [-1.12, 1.02, -1.25], [-3.20, 2.35, -0.80], [-4.09, 3.48, -0.99], [-4.72, 3.85, 0.35], [-5.15, 3.12, -2.02], [-1.88, 3.04, -2.72], [-0.93, 3.51, -3.70], [0.37, 2.73, -3.63], [-0.70, 5.01, -3.56], [-1.97, 2.76, 1.99], [-2.40, 1.72, 2.90], [-2.38, 2.27, 4.32], [-3.80, 1.27, 2.49], [1.46, 6.73, 1.84], [0.46, 5.90, 0.64], [2.06, 5.28, 1.04], [1.27, 4.90, 3.41], [-1.49, 5.40, 2.20], [-0.67, 6.46, 3.36], [-1.15, 4.82, 3.83], [0.19, 3.77, -0.66], [-1.36, 4.47, -0.10], [-3.50, 4.33, -1.35], [-5.44, 3.10, 0.65], [-5.23, 4.80, 0.26], [-3.95, 3.93, 1.11], [-5.73, 2.27, -1.67], [-4.68, 2.87, -2.97], [-5.81, 3.97, -2.16], [-1.44, 3.31, -4.65], [0.89, 2.93, -2.70], [1.01, 3.00, -4.47], [0.15, 1.66, -3.69], [-0.19, 5.25, -2.64], [-1.65, 5.54, -3.59], [-0.10, 5.34, -4.40], [-1.70, 0.89, 2.81], [-3.01, 3.16, 4.37], [-1.36, 2.52, 4.61], [-2.77, 1.53, 5.01], [-4.51, 2.08, 2.65], [-4.09, 0.42, 3.09], [-3.81, 0.99, 1.44], [-5.47, -4.25, -3.21], [-4.39, -3.52, -2.07], [-3.43, -4.29, -1.44], [-2.57, -3.71, -0.53], [-2.67, -2.36, -0.21], [-1.82, -1.76, 0.86], [-3.63, -1.59, -0.87], [-4.49, -2.16, -1.79], [-3.36, -5.34, -1.68], [-1.81, -4.31, -0.05], [-1.37, -2.56, 1.44], [-2.45, -1.18, 1.53], [-3.69, -0.53, -0.66], [-5.24, -1.56, -2.28]]}

=====

Entry 6:
{"formula": "C6H12NO", "method": "ωB97M-V with the def2-TZVPD basis set", "homo_lumo_gap_ev": 10.03, "total_charge": 1, "e_lumo_ev": -4.2, "smiles": "C=[NH+]C(=C)CCCO", "e_homo_ev": -14.25, "symbols": ["C", "N", "C", "C", "C", "C", "C", "O", "H", "H", "H", "H", "H", "H", "H", "H", "H", "H", "H", "H"], "coordinates": [[0.07, 2.31, -0.84], [0.44, 1.16, -0.43], [0.33, -0.08, -1.20], [1.13, -0.26, -2.21], [-0.47, -1.16, -0.52], [-1.19, -0.79, 0.78], [-0.31, -0.69, 2.00], [0.57, 0.47, 1.86], [-0.29, 2.42, -1.84], [0.16, 3.17, -0.17], [0.66, 0.99, 0.57], [1.73, 0.51, -2.71], [1.17, -1.20, -2.73], [0.16, -2.00, -0.27], [-1.14, -1.60, -1.23], [-1.93, -1.54, 0.96], [-1.84, 0.09, 0.69], [0.31, -1.58, 2.10], [-0.94, -0.52, 2.88], [1.38, 0.30, 2.33]]}

=====

Going through the records in order, we get relative energy (zero: lowest compared OMol25 entry of this formula, charge and spin) values of 10.1; 35.0; 28.4; 80.8; 12.5; 21.0 kcal/mol.
Going through the records in order, we get strongest force on any atom values of 2.84; 2.32; 4.96; 4.32; 1.34; 2.47 eV/Å.